# 1
Molecular formula: C35H70FIN3O14S5
Method: DFT, ωB97M-V/def2-TZVPD

Summary:
HOMO (hartree): -0.3787
Energy above the lowest of the compared OMol25 structures with the same formula, charge and spin (kJ/mol): 325.8
Net charge: +1
E_tot (eV): -135534.5354

The geometry in XYZ format:
```
129
C35H70FIN3O14S5 (ωB97M-V/def2-TZVPD)
C -4.7320 3.5532 0.1496
C -4.7110 3.2022 1.6656
O -4.9090 4.0472 2.5496
N -4.3910 1.8212 2.0826
H -5.2250 1.1582 1.8296
H -3.8010 1.4712 1.2576
C -3.7770 1.6412 3.4166
H -5.5570 2.8222 -0.3944
H -3.8340 3.2022 -0.4694
H -4.9420 4.5412 -0.1004
H -4.4480 2.0572 4.1446
H -3.0750 2.1982 3.6346
H -3.6210 0.6282 3.7026
C 0.1060 1.5192 2.2746
C 0.2520 0.8642 0.8966
O 1.2280 1.2442 0.2626
N -0.6660 -0.2068 0.4656
H -0.7040 -0.8308 1.2506
H -1.6190 0.2742 0.2496
C -0.4330 -0.9438 -0.7954
H -0.3710 0.8782 2.9176
H -0.6420 2.1262 2.1446
H 1.0390 2.1212 2.7496
H 0.6000 -1.3798 -0.7474
H -0.4950 -0.5878 -1.7774
H -1.0780 -1.8018 -0.7054
C -5.2280 -2.7018 0.7146
C -4.7660 -1.9298 -0.4804
O -4.1670 -2.5728 -1.3714
N -5.0880 -0.4408 -0.6354
H -5.6780 -0.1608 0.1206
H -4.3030 0.0102 -0.2584
C -5.2910 -0.0168 -2.0274
H -6.2090 -2.5078 0.8106
H -4.7150 -2.3828 1.6456
H -5.1820 -3.7728 0.7086
H -5.9570 -0.7208 -2.5084
H -4.4550 0.0692 -2.7324
H -5.6600 1.0642 -2.3074
I -1.4320 -2.2578 3.5666
O -2.9650 0.8112 0.0596
H -2.6540 1.2192 -0.5624
F 1.9840 0.1532 -3.8494
C 2.8020 -0.5408 -3.1254
C 3.2340 -1.8888 -3.5624
C 4.1030 -2.5838 -2.7594
C 4.5540 -2.1108 -1.5544
C 4.1580 -0.8738 -1.1044
C 3.2720 -0.0848 -1.8904
H 2.8640 -2.3168 -4.4714
H 4.2280 -3.7008 -3.0804
H 5.0560 -2.6288 -0.9434
H 4.4280 -0.6548 -0.1154
H 2.6830 0.8732 -1.5974
C 3.6750 -1.7418 5.4256
C 2.4780 -0.9248 5.8636
C 2.1990 0.1952 5.0596
S 3.7950 0.6032 4.3246
O 4.5880 1.4322 5.3076
O 3.6920 1.0742 2.9266
C 4.5150 -0.9348 4.4806
H 3.4370 -2.6678 4.8796
H 4.1630 -1.9558 6.4976
H 2.6540 -0.4768 6.8386
H 1.5060 -1.4988 5.6986
H 2.0430 1.2002 5.5266
H 1.5000 0.0052 4.2266
H 5.5800 -0.6988 4.5926
H 4.4910 -1.5528 3.6516
C 1.6060 -5.2668 1.7826
C 0.5300 -6.0608 1.2626
C 0.7570 -6.4028 -0.0034
S 1.4520 -4.9458 -0.6554
O 0.3430 -4.2968 -1.3334
O 2.7090 -5.3038 -1.2874
C 1.8260 -4.0658 0.7136
H 2.5040 -5.8138 2.0056
H 1.3600 -5.2168 2.8026
H -0.2370 -5.3608 1.3236
H 0.1590 -7.0308 1.7386
H -0.1840 -6.6338 -0.4384
H 1.3840 -7.1518 -0.2954
H 0.9070 -3.2388 0.8746
H 2.9450 -3.7808 0.6266
C -2.1590 -2.3928 -4.7184
C -1.5680 -3.8508 -4.8844
C -0.6580 -3.9238 -5.9014
S -0.2020 -2.2688 -6.4854
O -0.9520 -2.0658 -7.7024
O 1.1440 -2.0798 -6.5764
C -1.0360 -1.3878 -5.1884
H -2.6480 -2.1178 -3.7744
H -2.9700 -2.2218 -5.3814
H -2.3530 -4.6968 -5.0654
H -1.0490 -4.0268 -4.0124
H -0.9490 -4.4038 -6.8564
H 0.4200 -4.3268 -5.5854
H -1.6300 -0.6128 -5.2694
H -0.1350 -1.2338 -4.4494
C 0.2830 3.3132 -3.8364
C -0.3740 2.6902 -5.1234
C -1.8030 2.6482 -4.8624
S -1.9950 2.3502 -3.1894
O -1.8430 0.9092 -3.1874
O -3.1320 3.0692 -2.6674
C -0.4660 2.9722 -2.6144
H 0.1720 4.4532 -3.9374
H 1.3780 2.9412 -3.7404
H 0.0500 1.6932 -5.2784
H -0.1660 3.4672 -5.9714
H -2.3070 1.8762 -5.4994
H -2.3860 3.5072 -4.9534
H -0.1100 2.4652 -1.7764
H -0.7140 3.7012 -1.8724
C 3.0310 4.5942 3.2276
C 4.2740 4.8332 4.0436
C 4.0610 5.8372 4.8746
S 3.3130 7.1142 3.9156
O 4.3640 7.7412 3.1906
O 2.2880 7.8532 4.6026
C 2.5220 6.0022 2.7236
H 2.2930 4.0812 3.8586
H 3.1770 3.7412 2.5026
H 5.1500 5.1122 3.3526
H 4.5940 3.8442 4.5766
H 4.9660 6.2092 5.2356
H 3.3230 5.7102 5.9076
H 2.9780 6.3092 1.7686
H 1.6380 6.1112 2.8196
```

These are the Mulliken partial charges, in e, on atoms 1 to 99: C -0.4267; C 0.6323; O -0.4790; N 0.4420; H 0.5055; H -0.2533; C -1.3217; H 0.1082; H -0.1220; H 0.5006; H 0.4749; H 0.6016; H 0.4059; C -1.5886; C 0.5354; O -0.3477; N 1.8695; H -0.2017; H -0.2424; C -1.1807; H 0.5623; H 0.8045; H -0.3729; H 0.0385; H 0.2805; H 0.5793; C -1.4809; C 0.8874; O -0.3843; N 0.6084; H 0.5431; H -0.4269; C -0.5624; H 0.5199; H 0.3022; H 0.3801; H 0.4679; H 0.0240; H 0.2377; I -0.7339; O -1.3475; H 0.0158; F -0.2161; C 0.2573; C -0.3611; C -0.2505; C -0.8960; C -0.5877; C -0.1113; H 0.4945; H 0.1822; H 0.8216; H 0.6334; H 0.0513; C -0.5255; C -0.7395; C 0.1125; S 1.2118; O -0.7348; O -0.5620; C -0.7789; H 0.3139; H 0.1813; H 0.3383; H 0.2501; H 0.5288; H -0.3662; H 0.4990; H 0.2623; C -0.9683; C -0.5320; C -0.9073; S 1.2563; O -0.5129; O -0.7588; C 0.2585; H 0.4196; H 0.4612; H 0.2992; H 0.3298; H 0.2915; H 0.4539; H -0.2765; H 0.1939; C -0.8579; C -0.4262; C -0.6117; S 1.2466; O -0.7587; O -0.5842; C 0.2554; H 0.0914; H 0.5601; H 0.2799; H 0.0972; H 0.3687; H 0.2738; H 0.3773; H -0.3721

***

# 2
Molecular formula: C35H73Br2FN4O13P3S3
Method: DFT, ωB97M-V/def2-TZVPD

Summary:
HOMO (hartree): -0.3886
Net charge: +1
E_tot (eV): -273218.9005

The geometry in XYZ format:
```
134
C35H73Br2FN4O13P3S3 (ωB97M-V/def2-TZVPD)
C 5.6073 -6.2157 -1.2885
C 4.6955 -5.8144 -0.4235
C 4.7091 -4.4027 0.2068
N 5.8449 -3.5842 -0.2475
C 6.6313 -3.0269 0.7570
N 7.4273 -3.8134 1.4191
C 7.5582 -5.2606 1.2487
C 8.6755 -5.7099 2.2092
N 8.6125 -5.3965 3.4234
N 6.6872 -1.6855 1.1060
Br 6.2239 -1.2408 2.8354
C 6.5403 -0.7177 0.0292
Br 8.3487 -0.7926 -0.8275
S 6.4920 1.0598 0.5520
O 7.6589 1.2103 1.3622
O 6.6255 1.9479 -0.5534
F 5.2836 1.4380 1.4949
C 5.4145 -1.1630 -0.9665
C 4.0640 -1.2243 -0.1274
C 3.1890 0.0570 -0.0661
C 1.8868 -0.0092 -0.9541
C 0.5875 0.2939 -0.1336
C -0.5262 -0.7228 -0.5163
C -1.9137 -0.3262 0.0835
C -2.9804 -1.2328 -0.5861
C -4.3997 -1.1264 0.0238
C -5.2415 -2.3166 -0.5530
C -6.7725 -2.0142 -0.6434
C -7.5406 -3.2579 -0.0746
C -7.4073 -4.4710 -1.0534
O -6.5444 -5.4851 -0.5404
C -7.2870 -6.5944 -0.0497
C 5.1349 -0.2205 -2.1583
S 6.3296 -0.1183 -3.5183
O 7.3131 0.9010 -3.2951
O 6.8810 -1.3978 -3.9157
C 5.6480 -2.6692 -1.3959
P 4.6399 -3.2792 -2.8415
S 2.8471 -3.9355 -2.5619
H 5.5385 -7.2442 -1.6516
H 6.4276 -5.5582 -1.5848
H 3.9004 -6.4895 -0.0892
H 3.7077 -3.9668 0.1286
H 4.8674 -4.6035 1.2896
H 8.0292 -3.3719 2.1166
H 7.8324 -5.5575 0.2314
H 6.6508 -5.7837 1.5903
H 9.5209 -6.3207 1.8574
H 9.4305 -5.7728 3.9060
H 4.1962 -1.6209 0.8897
H 3.4457 -1.9792 -0.6492
H 2.8092 0.1362 0.9675
H 3.6778 1.0203 -0.2680
H 1.9270 0.7614 -1.7441
H 1.7763 -0.9948 -1.4363
H 0.2460 1.3281 -0.3073
H 0.7326 0.1931 0.9558
H -0.2982 -1.7125 -0.0844
H -0.6470 -0.7423 -1.6110
H -1.9241 -0.4580 1.1820
H -2.1374 0.7400 -0.1031
H -2.9677 -1.0194 -1.6672
H -2.6509 -2.2826 -0.4424
H -4.8353 -0.1603 -0.2793
H -4.3639 -1.2137 1.1238
H -5.0056 -3.2359 0.0063
H -4.8576 -2.4817 -1.5784
H -7.0101 -1.1084 -0.0639
H -7.0404 -1.9023 -1.7082
H -8.5860 -2.9852 0.1318
H -6.9855 -3.5474 0.8344
H -8.4153 -4.8652 -1.2683
H -6.9727 -4.1286 -2.0115
H -6.6433 -7.4747 0.1040
H -8.0992 -6.8959 -0.7333
H -7.6976 -6.3114 0.9403
H 4.9330 0.8301 -1.8925
H 4.1769 -0.5476 -2.6132
H 5.5775 0.3447 -4.5783
H 6.6693 -2.6351 -1.8452
H 5.4288 -4.3096 -3.4246
H 4.6066 -2.2674 -3.8294
O 5.9228 9.1284 -0.7953
P 6.4287 7.8848 -0.1268
O 7.0776 8.4749 1.2537
C 6.2083 8.9878 2.2621
C 5.6418 7.8697 3.1183
O 7.8155 7.6944 -1.0039
C 7.8434 8.0357 -2.3919
C 8.6574 9.2956 -2.5942
O 6.5818 6.3239 0.4219
C 6.7126 5.2487 -0.5218
C 8.0917 4.6456 -0.3796
H 5.4072 9.5787 1.8092
H 6.8038 9.6596 2.8809
H 4.9717 7.2344 2.5328
H 5.0817 8.2752 3.9621
H 6.4419 7.2319 3.4949
H 6.8358 8.1485 -2.7944
H 8.3134 7.2018 -2.9224
H 8.2436 10.1260 -2.0223
H 8.6857 9.5746 -3.6492
H 9.6806 9.1447 -2.2455
H 6.5295 5.5863 -1.5436
H 5.9560 4.4994 -0.2789
H 8.8668 5.3773 -0.6073
H 8.2153 3.7908 -1.0439
H 8.2631 4.3208 0.6488
O -10.8622 -1.4024 1.1733
P -11.9191 -0.3738 0.8952
O -11.0232 0.9651 0.6047
C -10.2567 1.0359 -0.5961
C -11.1149 1.4705 -1.7702
O -12.3366 -0.0390 2.4582
C -12.3416 -1.0763 3.4414
C -11.1799 -0.8861 4.3931
O -13.2987 0.3848 0.3750
C -14.5767 -0.0304 0.8876
C -15.1558 1.0989 1.7101
H -9.7753 0.0739 -0.7977
H -9.4680 1.7698 -0.4249
H -11.8576 0.7059 -2.0118
H -10.5003 1.6449 -2.6547
H -11.6601 2.3833 -1.5297
H -12.3146 -2.0637 2.9786
H -13.2855 -1.0006 3.9893
H -10.2297 -0.8937 3.8588
H -11.1647 -1.6733 5.1496
H -11.2573 0.0796 4.8959
H -14.4960 -0.9483 1.4722
H -15.2261 -0.2360 0.0345
H -14.5193 1.3295 2.5640
H -16.1511 0.8436 2.0759
H -15.2214 2.0104 1.1135
```

These are the Mulliken partial charges, in e, on atoms 1 to 99: C -1.0809; C -0.2036; C -0.9091; N 0.8054; C -0.2908; N 0.0674; C 0.0362; C -0.4734; N -0.5232; N 0.1262; Br 0.1194; C -0.9069; Br 0.1419; S 1.5885; O -0.6184; O -0.2392; F -0.1943; C 1.7515; C -0.5819; C -0.9195; C -0.7919; C -0.7432; C -0.5703; C -0.7175; C -0.6938; C -0.6766; C -0.4780; C -0.8503; C -0.5447; C -0.5541; O -0.3372; C -0.7195; C -2.3100; S 0.8611; O -0.5323; O -0.5661; C -1.3394; P 0.1183; S -0.3254; H 0.3386; H 0.1794; H 0.4289; H 0.4243; H 0.8015; H 0.4481; H 0.1833; H 0.1947; H 0.4304; H 0.2857; H 0.3877; H -0.0897; H 0.4344; H 0.3586; H 0.4036; H 0.3087; H 0.2991; H 0.3198; H 0.2578; H 0.3670; H 0.3328; H 0.3606; H 0.3042; H 0.3001; H 0.3637; H 0.2620; H 0.3817; H 0.3361; H 0.3646; H 0.3005; H 0.2096; H 0.3877; H 0.4483; H 0.3048; H 0.2467; H 0.2928; H 0.2958; H 0.5323; H 0.7532; H 0.2253; H 0.9847; H 0.1592; H 0.1693; O -0.7420; P 1.1206; O -0.3567; C -0.3409; C -0.9662; O -0.3778; C -0.2678; C -1.2775; O -0.2674; C -0.0262; C -1.1129; H 0.3006; H 0.3199; H 0.2298; H 0.4085; H 0.2413; H 0.3850

***

# 3
Molecular formula: C35H75AlNO11
Method: DFT, ωB97M-V/def2-TZVPD

Summary:
HOMO (hartree): -0.1484
Net charge: -1
E_tot (eV): -68118.9190

The geometry in XYZ format:
```
123
C35H75AlNO11 (ωB97M-V/def2-TZVPD)
C 5.5511 0.2149 -2.9437
C 4.1312 0.0365 -2.2965
O 3.0793 0.3415 -3.1926
C 2.7370 1.7135 -3.1486
C 1.3789 2.0107 -2.4512
O 0.3952 1.0614 -2.7869
C -0.8234 1.3488 -2.0439
Al -2.5534 1.2407 -3.1376
C -4.1581 0.8776 -1.8892
C -5.3125 0.0774 -2.5781
C -6.3096 0.9562 -3.3976
N -7.6947 0.9187 -2.8793
H 6.2602 -0.2070 -2.2073
H 5.6545 -0.3988 -3.8506
H 5.8314 1.2691 -3.0878
H 4.0522 0.6267 -1.3695
H 4.0398 -1.0382 -2.0712
H 2.6152 2.0409 -4.1988
H 3.5329 2.3503 -2.7194
H 1.0298 2.9757 -2.8824
H 1.4735 2.1527 -1.3564
H -0.7485 2.4053 -1.6929
H -0.8708 0.7129 -1.1259
H -2.4995 0.2538 -4.3944
H -2.7991 2.7321 -3.7413
H -4.5239 1.8149 -1.4204
H -3.7945 0.2380 -1.0520
H -4.8350 -0.6306 -3.2856
H -5.8822 -0.5524 -1.8571
H -6.3668 0.5217 -4.4155
H -5.9716 1.9987 -3.4755
H -7.8837 1.7269 -2.3009
H -7.8792 0.0502 -2.4031
C -3.9946 -2.8212 1.6314
C -2.9695 -1.9487 0.9524
O -3.2668 -0.8774 0.4817
C -1.5577 -2.4667 0.8788
H -4.9634 -2.3241 1.6086
H -4.0762 -3.7766 1.1093
H -3.7093 -2.9908 2.6715
H -1.5353 -3.4048 0.3220
H -1.1629 -2.6224 1.8847
H -0.9319 -1.7381 0.3648
C -6.4701 1.3639 1.0794
C -7.7024 2.0902 0.6114
O -7.7889 2.5143 -0.5178
C -8.8260 2.2694 1.5998
H -5.7473 1.3074 0.2643
H -6.0171 1.9002 1.9159
H -6.7323 0.3496 1.3870
H -8.4783 2.8475 2.4580
H -9.1919 1.2952 1.9289
H -9.6438 2.8077 1.1224
C 7.8124 1.5559 0.5963
C 6.6246 0.7363 1.0282
O 6.1471 -0.1002 0.2948
C 6.0566 0.9990 2.3983
H 8.1082 1.2577 -0.4078
H 7.5482 2.6156 0.5871
H 8.6504 1.3861 1.2749
H 5.7171 2.0300 2.4666
H 6.8124 0.8065 3.1598
H 5.2091 0.3393 2.5718
C -2.2459 -4.7410 -2.1251
C -1.5187 -6.0288 -1.8465
O -1.8216 -6.7349 -0.9071
C -0.3999 -6.4067 -2.7781
H -3.0242 -4.5963 -1.3768
H -1.5491 -3.9024 -2.0764
H -2.7113 -4.7807 -3.1108
H 0.3774 -5.6427 -2.7573
H -0.7842 -6.5207 -3.7941
H 0.0309 -7.3500 -2.4570
C 9.2151 0.3699 -4.3691
C 9.7407 1.1638 -3.2032
O 9.5403 0.8127 -2.0635
C 10.5242 2.4130 -3.5123
H 8.6721 -0.4981 -3.9993
H 8.5344 0.9838 -4.9612
H 10.0446 0.0291 -4.9917
H 9.9006 3.1155 -4.0677
H 11.4105 2.1615 -4.0973
H 10.8389 2.8822 -2.5813
C 3.1968 2.6061 6.3146
C 4.2652 2.5890 5.2558
O 4.9692 1.6167 5.0861
C 4.4183 3.8341 4.4209
H 3.1935 1.6520 6.8401
H 3.3968 3.4035 7.0299
H 2.2195 2.7584 5.8548
H 4.6657 4.6818 5.0618
H 3.4919 4.0371 3.8817
H 5.2208 3.6932 3.7005
C -11.8298 -1.8735 -2.0191
C -11.5524 -0.6520 -1.1828
O -11.0621 -0.7451 -0.0804
C -11.9099 0.6839 -1.7774
H -11.5245 -2.7637 -1.4713
H -12.8974 -1.9417 -2.2362
H -11.2640 -1.8217 -2.9507
H -12.9815 0.7262 -1.9827
H -11.3462 0.8410 -2.6989
H -11.6558 1.4738 -1.0727
C 4.1623 7.3899 7.4816
C 2.9793 6.5561 7.8992
O 2.5012 5.7273 7.1593
C 2.4153 6.7959 9.2749
H 4.4622 7.1125 6.4723
H 3.8943 8.4476 7.4907
H 4.9998 7.2140 8.1589
H 2.0716 7.8280 9.3617
H 3.1769 6.5942 10.0300
H 1.5707 6.1292 9.4404
C 1.5389 -9.1666 -0.3340
C 2.5737 -8.3065 -1.0119
O 2.2847 -7.2297 -1.4772
C 3.9806 -8.8412 -1.0864
H 0.5752 -8.6577 -0.3530
H 1.4451 -10.1195 -0.8584
H 1.8234 -9.3419 0.7050
H 3.9935 -9.7797 -1.6436
H 4.3714 -9.0022 -0.0802
H 4.6149 -8.1195 -1.5984
```

These are the Mulliken partial charges, in e, on atoms 1 to 99: C -0.8978; C -0.4235; O -0.4021; C -0.5552; C -0.4305; O -0.3043; C -0.4473; Al -0.0941; C -0.0092; C -0.5639; C -0.5560; N -0.6112; H 0.3472; H 0.3233; H 0.2664; H 0.2996; H 0.3384; H 0.3679; H 0.3257; H 0.3131; H 0.2946; H 0.2442; H 0.1898; H -0.3092; H -0.4032; H 0.3452; H -0.2801; H 0.3688; H 0.3271; H 0.1556; H 0.3719; H 0.3848; H 0.2102; C -1.0882; C 0.8489; O -0.5455; C -0.7726; H 0.2014; H 0.2760; H 0.3724; H 0.0465; H 0.3828; H 0.1225; C -0.5139; C 0.8553; O -0.6135; C -1.2681; H -0.1285; H 0.4005; H 0.2407; H 0.3862; H 0.2916; H 0.2902; C -0.7168; C 0.8145; O -0.5402; C -0.8481; H -0.0399; H 0.3179; H 0.3621; H -0.0133; H 0.3668; H 0.3210; C -1.1974; C 0.9620; O -0.5917; C -0.9312; H 0.1651; H 0.3464; H 0.4470; H 0.3107; H 0.3898; H 0.1061; C -1.1207; C 0.8768; O -0.5747; C -1.1631; H 0.2446; H 0.3154; H 0.4103; H 0.3226; H 0.3359; H 0.3088; C -0.9822; C 0.8372; O -0.5156; C -0.7569; H 0.3322; H 0.1387; H 0.3361; H 0.0582; H 0.3197; H 0.2524; C -1.1152; C 0.8642; O -0.5549; C -1.0475; H 0.2930; H 0.3260